Molecular formula: C32H52BaNP2S3
Method: DFT, ωB97M-V/def2-TZVPD

Computed properties:
- 2S+1 = 1
- relative energy (zero: lowest compared OMol25 entry of this formula, charge and spin) (kcal/mol) = 108.3
- HOMO energy (eV) = -8.41
- E (a.u.) = -3207.7723
- orbital gap (eV) = 5.72
- molar mass (g mol⁻¹) = 746.25
- charge = +1

Cartesian coordinates (Å):
H 0.2580 1.0520 -3.8708
H 2.9121 0.9630 -1.8366
H 2.2481 -1.7728 -3.0376
C 3.3387 -3.7136 4.4161
Ba -0.9340 1.3954 0.1381
C 4.0477 0.5349 2.4655
H -2.0327 -3.1550 1.1162
C -2.1942 -4.0135 -0.8399
C -5.0225 2.2601 -0.8599
H 2.5065 1.5597 0.2732
C 2.8835 1.5134 2.3830
H 1.7744 -0.1310 5.5245
C -1.6379 0.0682 -3.8449
H 2.7659 -1.1067 4.0966
H 2.7712 0.6290 -3.5708
H 0.9666 1.2039 6.3206
H -2.0190 0.5878 -2.9700
C 1.6555 -3.8398 2.5402
C -1.6303 5.0557 -2.2105
H -0.9792 5.1632 -3.0861
C -0.4839 -1.9901 -1.6646
H -2.8732 -4.7904 -0.5198
S -4.2828 4.9038 -1.3134
H -2.4116 2.2716 1.6708
H 0.3095 -3.8875 0.9185
H 1.5270 -0.5817 -5.0896
C 2.3887 -3.0771 3.4480
C 0.5007 1.0459 4.2235
C 0.4635 -0.7673 -4.9742
H -1.9757 0.5864 -4.7411
C -3.0707 5.3772 -2.6000
C 1.3563 -1.0836 2.4880
H 4.2097 0.2025 3.4833
S -3.5087 1.5054 -0.2840
C 2.6257 -1.5798 -0.9181
N -0.1834 -1.2482 0.6115
C -0.7015 0.1112 4.3691
C -1.7644 -3.9883 -2.1640
H -0.3618 -0.8751 4.6793
H 2.9704 2.2456 3.1931
H -0.6230 -2.9216 -3.5990
H 2.2917 3.1313 1.0627
H -2.9679 -4.6743 -3.8027
H -1.3587 -5.3878 -3.7328
C 3.0454 0.2023 -2.6100
C 2.9134 2.2376 1.0357
C -0.8181 -2.0970 -0.2942
P 1.1690 0.7211 2.4937
S -1.3706 3.3992 -1.5717
H 4.9604 1.0185 2.1308
H -0.7633 3.4185 0.7480
H 2.3491 1.5236 5.2753
H -3.6037 3.4198 1.1106
H -3.1667 6.4569 -2.7281
C -2.1975 -5.0496 -3.1298
P 0.4144 -0.4586 -2.0652
H 3.6877 -1.8100 -0.9462
C 0.8183 -3.2514 1.6246
H 4.0090 -4.3979 3.9002
H 3.9259 2.5447 0.7860
H -5.5324 2.7045 0.0037
H -1.4007 0.4872 5.1129
H -5.7900 3.4419 -2.4878
H 0.3182 -1.8360 -4.8660
C -0.9390 -2.9459 -2.5675
C -0.1133 0.0212 -3.7984
H -3.3586 4.8871 -3.5296
H 2.7984 -4.2826 5.1716
H -2.5993 -5.9014 -2.5906
C 1.4650 0.9014 5.3998
H -1.2020 -0.0056 3.3982
H 3.9445 -2.9640 4.9179
H -1.8969 4.6733 0.3793
C -1.6816 3.6224 0.2133
H 4.0931 -0.0870 -2.6511
H 2.0776 -2.4907 -0.6933
C -4.8413 3.2782 -1.9733
H -1.3015 5.7585 -1.4382
H 0.1594 2.0885 4.1915
C 2.2085 -1.7094 3.4006
C -1.7264 -3.0959 0.0796
H 2.4104 -0.8478 -0.1301
H -0.0327 -0.4573 -5.8924
C -2.7827 2.7771 0.7884
H -4.1060 2.9268 -2.7010
H 1.7464 -4.9153 2.5483
H -5.6393 1.4330 -1.2285
H -2.0603 -0.9324 -3.8446
H 3.8687 -0.3349 1.8406
C 0.6004 -1.8494 1.5526
C 2.1862 -1.0057 -2.2569